The following is a DFT calculation (the ωB97M-V functional and the def2-TZVPD basis) of an isolated ion of composition C4H11N2Si and charge +1 in a non-equilibrium geometry.

Geometry as XYZ:
```
18
Properties=species:S:1:pos:R:3:forces:R:3
C 0.697413 0.867109 0.155100 -1.669 -1.483 2.190
C 1.545206 0.572335 -0.977729 1.307 -1.958 -0.507
C -2.633022 0.666616 -0.164751 -1.572 0.727 1.129
C -0.830088 -1.973604 -0.037615 -0.856 0.000 -2.016
N 2.748477 0.449981 1.359169 2.688 0.567 0.129
N 1.596385 0.338537 1.601182 -1.234 0.453 0.190
Si -0.941807 -0.117754 0.005802 -0.058 0.276 -0.144
H 0.521038 1.916900 0.289540 -0.092 0.536 0.426
H 2.546674 0.892499 -0.640537 0.044 -0.308 -0.430
H 1.557364 -0.553508 -1.150620 0.323 1.407 -0.260
H 1.297758 1.124628 -1.848936 -0.216 0.312 -0.976
H -2.634613 1.789745 -0.167078 0.413 -0.920 0.395
H -3.256377 0.479778 -1.075567 0.807 -0.597 0.568
H -3.328409 0.339721 0.749019 1.550 0.523 -1.776
H 0.166593 -2.227315 -0.391945 0.218 -0.226 0.452
H -1.061887 -2.382921 0.925229 0.203 -0.262 0.798
H -1.536401 -2.526847 -0.756450 0.732 1.231 0.920
H 3.545698 0.344100 2.126186 -2.586 -0.278 -1.087
```
Forces are in eV/Å.

Its energy above the lowest of the compared OMol25 structures with the same formula, charge and spin is 1.462 eV. As for the total charge: +1. The calculation puts the energy at -557.63699 Eh. Its HOMO energy is -12.74 eV. The calculation puts the LUMO energy at -0.19885 Ha.